[1]
ORCA calculation (ωB97M-V/def2-TZVPD) on a 13-piece molecular cluster, C13H52N26O13 overall at a distorted geometry.

Geometry as XYZ:
```
104
Properties=species:S:1:pos:R:3
C -7.7266 -5.7476 -10.4707
O -6.5806 -5.8438 -10.9612
N -8.6263 -4.8906 -11.0092
N -8.2325 -6.6059 -9.5572
H -8.4541 -4.4246 -11.8908
H -9.5061 -4.7705 -10.5360
H -7.8241 -7.4464 -9.1946
H -9.2353 -6.5566 -9.5579
C -5.9706 -8.3525 -13.7228
O -5.6320 -8.9223 -14.7972
N -7.3172 -8.1137 -13.5613
N -5.2106 -7.8686 -12.7200
H -7.8654 -8.3863 -14.3646
H -7.6218 -7.5026 -12.8227
H -5.7075 -7.3263 -12.0321
H -4.2308 -8.1081 -12.6617
C -5.2285 -5.5068 -17.4118
O -5.4006 -4.8640 -16.3765
N -5.6965 -6.7713 -17.6097
N -4.4964 -5.0195 -18.4437
H -5.3098 -7.4127 -18.2789
H -6.2741 -7.2608 -16.9517
H -4.1894 -4.0653 -18.3706
H -4.3852 -5.4791 -19.3262
C -2.9251 -12.1133 -15.4684
O -1.7867 -12.4573 -15.7555
N -4.0673 -12.7110 -15.9383
N -3.1474 -10.9696 -14.7435
H -4.9980 -12.3792 -15.7915
H -3.8359 -13.6540 -16.2106
H -4.0408 -10.5323 -14.5621
H -2.4046 -10.3416 -14.4955
C -11.1000 -6.1050 -13.7251
O -10.0958 -6.3404 -14.3856
N -12.2463 -6.8687 -13.7044
N -11.2050 -5.0109 -12.9162
H -12.1408 -7.7382 -14.2050
H -12.9917 -6.8088 -13.0385
H -12.0266 -4.8428 -12.3709
H -10.4703 -4.3175 -13.0485
C -1.5788 -8.0493 -15.7555
O -0.4493 -8.0324 -15.2333
N -1.8208 -8.5125 -17.0101
N -2.6474 -7.5985 -15.0509
H -2.7547 -8.5644 -17.3626
H -1.0392 -8.6050 -17.6309
H -2.5422 -7.1500 -14.1560
H -3.5520 -7.9573 -15.3279
C -10.8793 -7.7511 -10.2355
O -11.5922 -6.7618 -10.0101
N -10.2055 -7.9548 -11.3937
N -10.7934 -8.7459 -9.3084
H -10.4465 -7.3604 -12.1716
H -9.5850 -8.7411 -11.4714
H -10.2979 -9.6134 -9.3583
H -11.3344 -8.5416 -8.4847
C -3.9406 -3.8329 -12.7369
O -3.1156 -2.9105 -12.7980
N -4.6138 -4.1115 -11.5908
N -4.1261 -4.7139 -13.7690
H -5.4389 -4.7147 -11.6555
H -4.4206 -3.4507 -10.8614
H -4.9902 -5.2314 -13.7463
H -3.7903 -4.5185 -14.6937
C -8.9612 -8.9150 -17.0043
O -9.1416 -9.1754 -15.8227
N -9.9324 -8.6153 -17.9123
N -7.6838 -8.8544 -17.5107
H -9.6748 -8.0409 -18.6895
H -10.8637 -8.7954 -17.5859
H -6.8481 -9.0557 -16.9855
H -7.5332 -8.5178 -18.4449
C -4.3961 -9.1820 -8.7382
O -4.2305 -10.2817 -8.2463
N -5.3953 -8.9058 -9.6202
N -3.4659 -8.1679 -8.6122
H -5.7145 -7.9642 -9.7902
H -6.1309 -9.6172 -9.5856
H -3.5953 -7.3780 -9.2214
H -2.7217 -8.1918 -7.9438
C -1.4407 -8.8763 -11.9170
O -2.2674 -8.0148 -12.2738
N -0.5970 -9.4934 -12.7826
N -1.2698 -9.1335 -10.5841
H 0.0906 -10.1373 -12.4363
H -0.5917 -9.3163 -13.7825
H -1.8571 -8.5482 -10.0120
H -0.5017 -9.6889 -10.2630
C -7.9323 -3.5330 -14.1505
O -8.8890 -3.1554 -13.4334
N -7.7473 -4.7866 -14.6237
N -6.9434 -2.6560 -14.4591
H -8.2234 -5.6201 -14.3181
H -6.8948 -4.9418 -15.1543
H -6.2567 -2.8628 -15.1652
H -7.0753 -1.7239 -14.1113
C -6.8923 -11.2981 -11.5345
O -7.3738 -10.5849 -10.6509
N -5.5774 -11.2542 -11.9209
N -7.6110 -12.2366 -12.2311
H -5.3313 -11.4725 -12.8686
H -4.9979 -10.5956 -11.4225
H -7.1406 -12.7692 -12.9370
H -8.5659 -12.4390 -12.0136
```

Kohn-Sham gap = 0.31589 Eh
Relative energy (zero: lowest compared OMol25 entry of this formula, charge and spin) = 29.7 kcal/mol
Highest occupied orbital energy = -8.73 eV

[2]
ORCA calculation (ωB97M-V/def2-TZVPD) on a 22-piece molecular cluster, C13H60BN2O28 overall at a distorted geometry.

Geometry as XYZ:
```
104
Properties=species:S:1:pos:R:3
N -22.3290 12.5531 -11.2911
H -22.2655 13.2620 -10.5438
H -23.2922 12.2076 -11.1388
H -21.5808 11.8409 -11.1917
H -22.2143 12.9656 -12.2148
C -19.6576 12.1360 -9.7608
C -19.6277 10.6134 -10.0240
C -20.2378 10.0492 -8.7233
C -20.5634 8.5821 -8.9168
C -21.5346 8.4547 -10.0904
C -21.0460 9.0318 -11.4390
N -20.3975 10.3446 -11.2161
O -19.9293 10.9550 -12.3974
C -22.2833 9.1121 -12.3539
C -20.0995 8.0577 -12.1200
C -18.1366 10.1733 -10.0521
H -20.6639 12.4267 -9.4603
H -19.4431 12.6679 -10.6916
H -18.9649 12.5416 -9.0223
H -21.1062 10.5970 -8.3527
H -19.4743 10.1018 -7.9394
H -21.0608 8.1325 -8.0563
H -19.6411 8.0423 -9.1474
H -22.4949 8.8925 -9.7990
H -21.6868 7.3787 -10.2050
H -22.9211 9.9328 -12.0108
H -22.8142 8.1607 -12.3079
H -22.0941 9.3363 -13.4058
H -19.1724 7.9688 -11.5490
H -20.0046 8.2336 -13.1869
H -20.5425 7.0572 -12.0425
H -18.0514 9.0876 -9.9899
H -17.5242 10.6074 -9.2633
H -17.7358 10.4880 -11.0178
O -26.4542 9.1067 -7.9630
C -25.8941 8.2351 -8.5562
O -25.3443 7.1574 -8.0277
B -24.8056 6.2672 -9.0878
O -25.0282 7.0143 -10.3238
C -25.6037 8.1643 -10.0742
O -25.9031 8.9971 -10.8836
O -25.5125 4.9520 -9.1543
C -24.6892 4.0263 -8.6641
O -24.9054 2.8528 -8.6390
C -23.3151 4.6812 -8.4060
O -23.4212 5.9483 -8.7815
O -22.3439 4.0989 -8.0504
O -16.8155 11.7404 -7.0354
H -16.9656 12.5698 -7.5057
H -15.9363 11.4597 -7.3154
O -16.0547 7.8695 -12.0051
H -16.3387 6.9511 -11.9587
H -16.7350 8.3136 -12.5525
O -24.1956 5.8855 -13.6627
H -24.7639 6.2555 -12.9749
H -24.3187 6.4732 -14.4198
O -15.2517 8.8213 -9.3554
H -15.7492 8.6839 -10.1808
H -15.8706 8.5616 -8.6477
O -23.1391 8.9941 -6.6868
H -23.7591 8.7507 -5.9910
H -23.5172 8.6226 -7.4887
O -15.2037 10.8601 -12.3773
H -16.0295 11.1710 -11.9880
H -15.2727 9.8969 -12.3670
O -17.6991 9.4631 -13.6307
H -18.2928 9.8431 -12.9439
H -18.2153 9.5035 -14.4400
O -20.3565 6.7796 -15.7894
H -20.0831 6.1336 -15.1272
H -19.7387 7.5125 -15.6859
O -22.8532 14.3638 -9.1875
H -23.5956 14.9579 -9.3453
H -22.6173 14.5015 -8.2623
O -22.8400 8.1128 -16.1771
H -22.6149 8.8146 -15.5579
H -22.1127 7.4694 -16.0889
O -17.0543 8.2669 -7.1866
H -17.9198 8.5851 -7.4795
H -16.8241 8.8369 -6.4462
O -19.1797 12.5935 -13.7775
H -19.3691 11.7848 -13.2549
H -18.8861 12.2662 -14.6341
O -18.6990 10.4803 -5.4630
H -18.3341 11.1494 -6.0765
H -17.9658 9.8849 -5.2893
O -17.1059 12.8896 -11.8649
H -17.6187 13.1676 -12.6351
H -17.8277 12.6724 -11.2799
O -20.8946 14.1482 -12.1288
H -20.5970 15.0483 -12.2878
H -20.1864 13.5868 -12.4960
O -23.3549 11.4525 -14.8903
H -23.7635 10.6087 -14.6612
H -23.8884 11.7921 -15.6180
O -20.4696 11.2980 -15.3626
H -20.1467 10.9112 -14.5321
H -21.3533 11.6255 -15.1327
O -21.4354 10.9089 -5.7388
H -20.5010 10.6410 -5.6382
H -21.8203 10.2181 -6.3129
O -24.6305 11.3737 -10.3548
H -25.0612 10.5708 -10.7070
H -25.3599 11.9483 -10.0980
```

Net charge = -1
Kohn-Sham gap = 0.24355 Eh
Highest occupied orbital energy = -5.31 eV

[3]
ORCA calculation (ωB97M-V/def2-TZVPD) on a 23-piece molecular cluster, C13H66F3N2O28PS overall at a distorted geometry.

Geometry as XYZ:
```
114
Properties=species:S:1:pos:R:3
O -2.6298 -3.2439 3.2042
P -2.6003 -3.3201 1.7399
O -1.1839 -3.8455 1.2545
O -2.9868 -1.9948 1.0061
C -2.0136 -0.9290 0.7843
C -2.7304 0.1501 -0.0042
C -1.8396 0.8218 -1.0602
C -1.0103 1.9677 -0.4709
C 0.2440 1.4389 0.2512
C 1.5267 1.8884 -0.4751
C 2.5552 2.4779 0.4748
S 4.1778 2.5350 -0.3247
C 5.0928 3.2595 0.9588
N 4.7878 4.3330 1.6057
N 5.8047 4.5136 2.5315
C 6.6353 3.5614 2.3602
O 6.2516 2.7118 1.3818
O -3.7422 -4.2934 1.2080
C -3.4519 -5.4006 0.3405
C -2.9722 -4.9473 -1.0091
O -4.0739 -4.6641 -1.8606
C -3.7860 -3.6544 -2.7829
C -2.7918 -4.0608 -3.8469
F -1.5189 -4.1167 -3.4089
F -3.0898 -5.2392 -4.4073
F -2.8088 -3.1118 -4.8212
H -0.8933 -3.5128 0.3958
H -1.1408 -1.2967 0.2551
H -1.7297 -0.5640 1.7687
H -3.1729 0.8769 0.6709
H -3.5545 -0.3443 -0.5088
H -2.4439 1.1854 -1.8791
H -1.1756 0.0686 -1.4808
H -1.6525 2.5489 0.1857
H -0.7318 2.6184 -1.2931
H 0.2913 1.8334 1.2630
H 0.2091 0.3607 0.3344
H 1.9521 1.0398 -1.0095
H 1.2996 2.6331 -1.2233
H 2.6212 1.8806 1.3762
H 2.2481 3.4872 0.7262
H 7.5283 3.3971 2.9324
H -2.7681 -6.1082 0.7973
H -4.3935 -5.9224 0.2000
H -2.3496 -4.0584 -0.9297
H -2.3359 -5.7219 -1.4417
H -4.7055 -3.3984 -3.2998
H -3.4250 -2.7460 -2.2969
O -0.0198 0.8076 -3.5216
H 0.4458 1.1206 -4.3023
H -0.4125 -0.0201 -3.8223
O 8.8424 4.3838 4.4457
H 9.6848 4.8551 4.5012
H 8.7027 4.0657 5.3442
O -6.0108 -2.4554 2.6342
H -5.2130 -2.9879 2.5354
H -6.1260 -2.0390 1.7731
O 10.9527 5.4512 6.0151
H 10.6381 6.1868 6.5566
H 11.0948 4.7227 6.6269
O 4.7266 6.2957 5.3575
H 5.2389 6.1981 4.5444
H 4.1260 5.5443 5.3333
O 1.7018 3.5396 -3.4368
H 2.5974 3.1996 -3.5358
H 1.4933 3.9327 -4.2899
O -3.3010 -8.4599 -4.5915
H -4.1085 -8.8957 -4.3024
H -3.4277 -7.5346 -4.3607
O 2.2445 -1.1265 -3.7808
H 2.7840 -1.2144 -4.5767
H 1.6887 -1.9107 -3.7699
O -1.0056 -5.5577 4.3143
H -1.4399 -4.8307 3.8472
H -1.5020 -5.6366 5.1338
O -4.4826 0.3711 -2.5958
H -5.0327 0.9019 -2.0040
H -4.9750 0.3354 -3.4216
O 7.0849 4.8937 6.9267
H 6.5384 5.4888 6.3958
H 6.5261 4.6495 7.6699
O -0.8113 -1.0799 -5.2119
H -0.3379 -1.1008 -6.0549
H -1.5915 -1.6241 -5.3552
O 9.5201 8.0194 5.9699
H 8.8951 8.4882 6.5312
H 9.1122 8.0060 5.0985
O -6.2152 0.6575 -0.1147
H -6.8027 -0.0913 -0.2500
H -6.2593 0.8265 0.8401
O -0.6422 0.0043 -8.0823
H -0.7556 -0.7194 -8.7069
H -1.5361 0.2857 -7.8619
O 0.6716 -3.2785 -6.3966
H -0.0999 -3.7455 -6.7327
H 0.6204 -3.3855 -5.4417
O -7.0243 3.5800 -0.6899
H -6.5488 2.7459 -0.5909
H -7.9132 3.3169 -0.9441
O 4.9376 -0.6475 -4.5689
H 5.7721 -0.1727 -4.6180
H 4.8733 -0.9516 -3.6569
O -6.1138 -5.4405 3.4596
H -5.2628 -5.0747 3.7239
H -6.2618 -5.0855 2.5779
O -1.2623 3.0862 2.6329
H -1.4726 3.8478 3.1840
H -1.0915 2.3825 3.2680
O 2.4165 -0.5722 1.5890
H 2.3927 -1.4226 2.0404
H 3.1561 -0.1090 1.9957
O -5.5600 0.1074 2.5846
H -5.5686 -0.7788 2.9741
H -4.8133 0.5565 2.9921
```

Kohn-Sham gap = 0.31529 Eh
Relative energy (zero: lowest compared OMol25 entry of this formula, charge and spin) = 0.0 kcal/mol
Highest occupied orbital energy = -8.81 eV

Q: Kohn-Sham gap of number 3 (C13H66F3N2O28PS)?
A: 0.31529 Eh